Entry 1:
Density functional theory data (ωB97M-V/def2-TZVPD) for a structure of composition C34H24BrCl2N6O4Sr.

CARTESIAN COORDINATES (ANGSTROEM)
Sr -0.01608 0.27365 1.08209
Cl 4.08699 2.53086 6.66332
C 2.70763 2.27313 5.63197
C 2.91313 1.74366 4.36704
C 1.86176 1.50596 3.48120
N 2.06490 0.94264 2.20346
C 3.26242 0.79137 1.64670
O 4.38958 1.05682 2.08363
C 3.26854 0.20495 0.21239
C 4.51252 -0.16759 -0.29453
C 4.60399 -0.64979 -1.58488
C 3.45478 -0.73850 -2.35689
C 2.25816 -0.35477 -1.78360
N 2.15830 0.09548 -0.53104
C 0.52876 1.83894 3.90956
C 0.36226 2.37156 5.18624
C 1.43029 2.58541 6.04344
Cl 1.11562 3.25395 7.62011
N -0.57358 1.56672 3.07495
C -1.75054 2.17761 3.20138
O -2.11400 3.05483 3.99382
C -2.84519 1.71836 2.21237
C -4.16457 1.93666 2.59907
C -5.18616 1.55519 1.75083
C -4.87159 0.97478 0.53030
C -3.53760 0.79569 0.21800
N -2.54614 1.15531 1.03500
H 3.91606 1.51146 4.05068
H 5.36985 -0.04816 0.35051
H 5.56310 -0.94676 -1.99119
H 3.47884 -1.09510 -3.37768
H 1.33355 -0.40862 -2.34753
H -0.63032 2.64076 5.50822
H -4.34359 2.40911 3.55308
H -6.22004 1.70575 2.03644
H -5.63753 0.65901 -0.16439
H -3.24439 0.33667 -0.71942
O -2.20106 -3.34179 1.94579
C -1.54126 -4.36448 1.37434
C -1.60060 -5.62523 1.96473
C -0.93361 -6.69494 1.39087
C -0.19300 -6.52834 0.22792
C -0.13694 -5.27047 -0.35621
C -0.80390 -4.18602 0.19401
C -0.78653 -2.82799 -0.48556
O -0.84431 -1.77342 0.37481
N -1.92389 -2.82926 -1.43877
N -1.98652 -1.97643 -2.45420
C -1.35973 -0.85896 -2.40943
C -1.41810 0.03134 -3.57117
Br -1.38616 1.87286 -3.04972
C -1.49748 -0.25653 -4.86936
C -1.37266 -1.58096 -5.50870
C -2.07525 -1.82894 -6.68510
C -1.95694 -3.04308 -7.34772
C -1.11824 -4.02640 -6.84896
C -0.39828 -3.78383 -5.68408
C -0.52375 -2.57639 -5.02100
H -1.86739 -2.52410 1.47939
H -2.17162 -5.74138 2.87676
H -0.98602 -7.66860 1.86278
H 0.33662 -7.36266 -0.21269
H 0.44125 -5.11497 -1.26210
H 0.12520 -2.76865 -1.11855
H -2.29275 -3.73200 -1.69510
H -0.86970 -0.47234 -1.52205
H -1.64499 0.56994 -5.55590
H -2.72826 -1.05977 -7.08088
H -2.52051 -3.21668 -8.25568
H -1.01964 -4.97439 -7.36203
H 0.26661 -4.54207 -5.28988
H 0.03891 -2.40345 -4.11265

* maximum force: 0.67 eV/A
* energy: -148706.859 eV
* frontier orbital gap: 6.58 eV
* lowest unoccupied orbital energy: 1.9 eV
* charge: -1



Entry 2:
Density functional theory data (ωB97M-V/def2-TZVPD) for a structure of composition C34H24N3P2PtS2Te.

CARTESIAN COORDINATES (ANGSTROEM)
Pt 1.68592 -2.05398 0.86892
S 3.92612 -2.28472 -0.21567
C 4.68394 -1.50947 1.09772
C 5.80143 -0.68439 0.78632
N 6.64642 0.04090 0.49755
C 4.27351 -1.68117 2.42362
S 2.88859 -2.58055 2.88171
C 5.06547 -1.18150 3.49589
N 5.68800 -0.80999 4.38906
Te -0.23143 -0.63226 -3.16992
C -1.51377 1.05958 -3.33506
C -2.45275 1.36029 -2.35901
C -3.27626 2.46115 -2.56123
N -3.21351 3.22191 -3.64493
C -2.32249 2.92185 -4.58044
C -1.44438 1.84959 -4.47280
C -0.23404 -0.60019 -1.04554
P -0.61605 -2.15579 -0.22669
C -2.29467 -2.76451 -0.65594
C -2.82590 -3.70021 0.23674
C -4.14179 -4.10743 0.11519
C -4.93019 -3.60187 -0.90953
C -4.39323 -2.70600 -1.81976
C -3.07347 -2.29115 -1.70499
C -1.00355 -1.65888 1.50532
C -1.76748 -0.52199 1.76753
C -2.08482 -0.18533 3.07015
C -1.65324 -0.97969 4.12727
C -0.92695 -2.13285 3.87896
C -0.60732 -2.47935 2.57192
P 1.20914 0.04846 -0.12496
C 0.62533 1.33765 0.99880
C -0.22723 2.33411 0.52767
C -0.66248 3.32443 1.39235
C -0.24319 3.32338 2.71772
C 0.61473 2.33708 3.18289
C 1.04905 1.33985 2.32346
C 2.41915 0.85769 -1.18891
C 3.09864 0.11634 -2.16061
C 4.06336 0.71724 -2.94699
C 4.36610 2.06070 -2.76519
C 3.71711 2.79501 -1.78461
C 2.75577 2.19646 -0.98566
H -2.55830 0.75020 -1.47028
H -4.02512 2.73722 -1.82623
H -2.30436 3.56690 -5.45141
H -0.72956 1.64594 -5.26011
H -2.21109 -4.09594 1.03457
H -4.55005 -4.81282 0.82641
H -5.96058 -3.91829 -1.00277
H -5.00251 -2.32497 -2.62849
H -2.67674 -1.59317 -2.42539
H -2.11907 0.08758 0.94496
H -2.67773 0.70055 3.25821
H -1.90968 -0.70835 5.14274
H -0.62590 -2.77381 4.69699
H -0.12011 -3.42835 2.36954
H -0.53845 2.32882 -0.51021
H -1.32332 4.09944 1.02615
H -0.58644 4.09962 3.38911
H 0.94556 2.34279 4.21295
H 1.70748 0.55383 2.67798
H 2.89099 -0.93773 -2.28220
H 4.58553 0.14062 -3.69858
H 5.12253 2.53145 -3.37885
H 3.95947 3.83836 -1.63490
H 2.26982 2.76971 -0.20857

* maximum force: 1.33 eV/A
* spin multiplicity: 5
* energy: -90895.568 eV
* frontier orbital gap (alpha / beta): 7.08 / 4.94 eV
* lowest unoccupied orbital energy (alpha / beta): -3.6 / -6.1 eV
* charge: +1
* expectation value of S²: 6.04



Entry 3:
Density functional theory data (ωB97M-V/def2-TZVPD) for a structure of composition C34H25Br2FeN5O2S2.

CARTESIAN COORDINATES (ANGSTROEM)
Fe -0.03300 -0.32261 -0.23987
N -0.35381 -1.59860 4.04035
C -0.68397 -1.23495 2.76767
S -0.14091 -2.25666 1.49069
N -1.40108 -0.15066 2.63311
N -1.55711 0.24602 1.36168
C -2.58489 0.93057 1.01801
C -3.66498 1.32709 1.95368
C -4.97683 0.92308 1.72319
C -5.98156 1.27208 2.61243
C -5.68530 2.03940 3.72914
C -4.37856 2.44465 3.96354
C -3.37022 2.08171 3.08631
C -2.66433 1.27660 -0.40770
C -3.41908 2.35221 -0.86436
C -3.42308 2.64561 -2.21649
C -2.68984 1.84633 -3.07936
C -1.97379 0.78904 -2.54676
N -1.95423 0.50600 -1.24688
H -0.11539 -2.56728 4.16121
H -0.87385 -1.16316 4.78680
H -5.20339 0.31901 0.85241
H -6.99727 0.94167 2.43702
H -6.47169 2.32439 4.41619
H -4.14471 3.04049 4.83659
H -2.34645 2.37989 3.26910
H -3.97244 2.95838 -0.16040
H -3.98946 3.48773 -2.59150
H -2.67362 2.03506 -4.14312
H -1.38342 0.13960 -3.17969
Br 2.16308 2.02717 -4.27897
C 2.34035 2.54150 -2.46532
C 3.19528 3.58610 -2.12472
C 3.31107 3.98066 -0.81615
Br 4.48891 5.42119 -0.40076
C 2.57564 3.34673 0.20477
C 2.59976 3.70691 1.56915
C 1.84424 3.00591 2.46676
C 1.06106 1.93149 2.01792
N 1.00678 1.57533 0.75634
C 1.73437 2.26183 -0.15478
C 1.58454 1.82820 -1.52463
O 0.79693 0.87025 -1.82784
H 3.76230 4.08683 -2.89679
H 3.21561 4.53681 1.88828
H 1.84587 3.26451 3.51674
H 0.45880 1.35909 2.71491
O 2.07853 -1.19737 -0.32756
S 3.45121 -0.60521 -0.36371
C 3.92450 -0.26619 1.35013
C 4.90128 0.68567 1.59704
C 5.25305 0.96896 2.90847
C 4.61450 0.31588 3.95304
C 3.62688 -0.62544 3.69087
C 3.27730 -0.92236 2.38258
C 4.54160 -2.02939 -0.56183
C 4.02478 -3.30397 -0.42114
C 4.85384 -4.39180 -0.65140
C 6.17571 -4.19347 -1.02524
C 6.68116 -2.90681 -1.16041
C 5.85957 -1.81448 -0.93374
H 5.38107 1.20618 0.77497
H 6.01396 1.71095 3.11400
H 4.88507 0.54658 4.97586
H 3.12027 -1.12491 4.50643
H 2.49845 -1.64376 2.16193
H 2.98535 -3.43120 -0.14290
H 4.46976 -5.39849 -0.55153
H 6.81589 -5.04407 -1.21997
H 7.71126 -2.76037 -1.45749
H 6.23517 -0.80353 -1.04522

* maximum force: 0.98 eV/A
* spin multiplicity: 5
* energy: -243353.747 eV
* frontier orbital gap (alpha / beta): 7.12 / 6.94 eV
* lowest unoccupied orbital energy (alpha / beta): 0.0 / -0.2 eV
* expectation value of S²: 6.01